(1)
This record from the Open Molecules 2025 dataset describes one molecule with the formula C7H14. The level of theory is ωB97M-V/def2-TZVPD.

Properties
ΔE to the lowest compared entry with this formula, charge and spin ... 79.11 kJ/mol
Structure (SMILES) ... C[C@@H]1[C@H](C)C[C@@H]1C
LUMO energy ... 1.13 eV
Frontier orbital gap ... 11.34 eV

Last column: natural (NBO) charge in e.
Positions of all 21 atoms, in Å:
C: 0.11803 1.58731 0.23087  -0.624
C: 0.01019 0.42320 -0.75243  -0.207
C: -1.12868 -0.56081 -0.39759  -0.207
C: -2.37330 -0.01586 0.29152  -0.614
C: -0.08540 -1.40839 0.38198  -0.401
C: 1.03646 -0.69726 -0.45880  -0.207
C: 2.38617 -0.16301 0.04232  -0.616
H: 1.05270 2.14021 0.09674  0.212
H: 0.09662 1.24440 1.27343  0.201
H: -0.70810 2.29184 0.09630  0.214
H: 0.02798 0.80253 -1.78081  0.197
H: -1.43061 -1.10146 -1.30380  0.199
H: -2.13154 0.47694 1.24005  0.203
H: -2.86857 0.72882 -0.34592  0.209
H: -3.10418 -0.80408 0.50298  0.212
H: -0.18216 -2.49641 0.28492  0.206
H: -0.09146 -1.16621 1.45267  0.197
H: 1.19696 -1.31283 -1.35145  0.200
H: 2.30870 0.06659 1.10553  0.206
H: 3.26083 -0.80520 -0.10801  0.213
H: 2.60937 0.76968 -0.50050  0.207

=====

(2)
This record from the Open Molecules 2025 dataset describes C7H14 as an isolated structure in a non-equilibrium geometry. The level of theory is ωB97M-V/def2-TZVPD.

Properties
ΔE to the lowest compared entry with this formula, charge and spin ... 520.03 kJ/mol
LUMO energy ... 0.88 eV
Frontier orbital gap ... 8.03 eV

Last column: natural (NBO) charge in e.
Positions of all 21 atoms, in Å:
C: 0.45052 -0.14684 -0.19923  0.183
C: -0.28431 1.00071 0.12874  -0.321
C: 2.03156 1.20890 0.30652  -0.693
C: 0.61896 -1.26396 0.79437  -0.665
C: 0.66369 -0.52642 -1.64010  -0.666
C: -2.03519 -0.01250 -0.21035  -0.288
C: -2.88573 -0.16118 0.79868  -0.453
H: -0.39789 1.78051 -0.61282  0.223
H: -0.41992 1.25790 1.17149  0.220
H: -2.36498 -0.21426 -1.23047  0.174
H: 1.64487 -1.63921 0.75546  0.222
H: 0.53553 0.32613 -2.30736  0.219
H: 2.73980 0.87528 -0.44997  0.191
H: 1.89486 2.28711 0.24070  0.197
H: 2.34590 0.92036 1.30758  0.192
H: -0.04517 -2.09277 0.54146  0.229
H: 0.40124 -0.93991 1.81192  0.219
H: 1.66739 -0.93664 -1.77528  0.223
H: -0.04860 -1.30355 -1.92652  0.226
H: -2.57953 0.02118 1.82940  0.177
H: -3.93301 -0.44084 0.66578  0.188

=====

(3)
This record from the Open Molecules 2025 dataset describes a 2-piece molecular cluster, C7H14 overall. The level of theory is ωB97M-V/def2-TZVPD.

Properties
ΔE to the lowest compared entry with this formula, charge and spin ... 315.45 kJ/mol
Structure (SMILES) ... CC(C)(C)C1=CC1.[H][H]
LUMO energy ... 1.00 eV
Frontier orbital gap ... 10.05 eV

Last column: natural (NBO) charge in e.
Positions of all 21 atoms, in Å:
C: -0.61313 1.71058 0.30161  -0.590
C: -0.62248 0.22394 -0.07123  -0.113
C: -1.58485 -0.02270 -1.24510  -0.588
C: -1.05076 -0.62571 1.13227  -0.594
C: 0.73894 -0.18887 -0.52224  0.060
C: 1.89427 0.07465 -1.04348  -0.202
C: 1.62250 -1.37850 -0.77353  -0.441
H: 0.04488 1.89282 1.15873  0.212
H: -0.25818 2.32245 -0.53506  0.212
H: -1.62232 2.04668 0.56830  0.208
H: -2.60705 0.25932 -0.96586  0.208
H: -1.28829 0.56647 -2.11952  0.213
H: -1.58729 -1.08063 -1.53075  0.213
H: -0.40197 -0.44353 1.99557  0.214
H: -2.07986 -0.38226 1.42194  0.208
H: -1.00384 -1.69311 0.89064  0.215
H: 2.60273 0.78063 -1.44733  0.223
H: 2.11317 -1.87582 0.07075  0.174
H: 1.40305 -2.05718 -1.60548  0.172
H: 2.19040 -0.30250 2.44182  -0.004
H: 2.11008 0.17328 1.87792  0.000

=====

(4)
This record from the Open Molecules 2025 dataset describes one molecule with the formula C7H14. The level of theory is ωB97M-V/def2-TZVPD.

Properties
ΔE to the lowest compared entry with this formula, charge and spin ... 72.54 kJ/mol
Structure (SMILES) ... C[C@@H]1[C@H](C)C1(C)C
LUMO energy ... 1.07 eV
Frontier orbital gap ... 10.56 eV

Last column: natural (NBO) charge in e.
Positions of all 21 atoms, in Å:
C: 1.13131 -1.74864 -0.39002  -0.616
C: 1.07089 -0.23983 -0.31637  -0.223
C: 0.44802 0.42366 0.90016  -0.217
C: -0.21655 -0.34056 2.02518  -0.616
C: -0.19876 0.56494 -0.45496  -0.057
C: -1.50458 -0.13450 -0.76782  -0.607
C: -0.10449 1.94557 -1.07218  -0.588
H: 2.16095 -2.09907 -0.27209  0.216
H: 0.74736 -2.16609 -1.32418  0.208
H: 0.56174 -2.20228 0.42188  0.205
H: 1.95350 0.24838 -0.72974  0.209
H: 0.98362 1.30651 1.24797  0.207
H: -0.91799 0.33076 2.53636  0.214
H: 0.50651 -0.70266 2.76651  0.212
H: -0.79890 -1.19918 1.67597  0.205
H: -1.63434 -0.22612 -1.85284  0.211
H: -2.34936 0.44864 -0.38404  0.209
H: -1.57127 -1.14085 -0.34500  0.211
H: 0.83742 2.43936 -0.80665  0.207
H: -0.18429 1.91881 -2.16506  0.205
H: -0.92078 2.57315 -0.69310  0.206

=====

(5)
This record from the Open Molecules 2025 dataset describes an isolated ion of composition C7H14 and charge +1 in a non-equilibrium geometry. The level of theory is ωB97M-V/def2-TZVPD.

Properties
ΔE to the lowest compared entry with this formula, charge and spin ... 0.00 kJ/mol
LUMO energy (spin up / spin down) ... -4.16 / -7.91 eV
Multiplicity ... 2
Frontier orbital gap (spin up / spin down) ... 11.19 / 7.64 eV
Total charge ... +1
⟨S²⟩ ... 0.75

Last column: natural (NBO) charge in e.
Positions of all 21 atoms, in Å:
C: 1.34552 -0.02907 2.81073  -0.612
C: 1.16987 -0.36227 1.34096  -0.391
C: -0.31405 -0.20414 0.95127  -0.492
C: -0.65369 -0.10074 -0.50294  0.332
C: 0.33913 -0.07314 -1.50538  0.101
C: 0.14603 0.29849 -2.92082  -0.708
C: -2.04580 0.23719 -0.78781  -0.715
H: 1.58776 1.02185 2.90953  0.226
H: 0.42292 -0.26071 3.32686  0.211
H: 2.07106 -0.69095 3.27975  0.239
H: 1.74690 0.18842 0.61221  0.197
H: 1.34651 -1.42564 1.15342  0.211
H: -0.89807 -1.04401 1.33242  0.267
H: -0.69848 0.69989 1.41530  0.260
H: 1.37140 -0.32463 -1.29926  0.226
H: 0.30140 -0.53819 -3.60847  0.296
H: -0.84862 0.67824 -3.10263  0.234
H: 0.84640 1.09250 -3.16824  0.284
H: -2.63564 -0.54594 -0.30034  0.290
H: -2.30022 1.05769 -0.10703  0.293
H: -2.30033 0.32516 -1.82954  0.251

=====

(6)
This record from the Open Molecules 2025 dataset describes C7H14AlFNO2 as an isolated structure in a non-equilibrium geometry. The level of theory is ωB97M-V/def2-TZVPD.

Properties
LUMO energy ... 3.29 eV
Frontier orbital gap ... 7.86 eV
Total charge ... -1

Last column: natural (NBO) charge in e.
Positions of all 26 atoms, in Å:
C: 2.57560 2.03748 1.30546  -0.663
C: 2.19943 0.75450 0.60579  0.351
C: 2.61202 0.65920 -0.85139  -0.716
N: 1.56308 -0.14888 1.21396  -0.464
C: 0.41502 -0.78746 0.54957  0.198
C: 0.59747 -2.12305 -0.19135  -0.111
O: -0.50509 -2.15070 -1.08605  -0.947
Al: -1.82021 -1.69264 0.11273  1.615
C: -3.20850 -0.41207 -0.63305  -0.289
C: -2.99229 1.06091 -0.27828  -0.651
F: -3.23673 -0.55511 -2.05907  -0.418
O: -0.70868 -0.94104 1.35955  -0.927
H: 2.14161 2.03413 2.30071  0.233
H: 3.65467 2.21604 1.34652  0.200
H: 2.15181 2.84106 0.69668  0.211
H: 3.12412 -0.27929 -1.04204  0.230
H: 1.70338 0.66291 -1.46721  0.240
H: 3.19763 1.52649 -1.15516  0.200
H: 0.08435 -0.10256 -0.25567  0.123
H: 0.38184 -2.92842 0.52738  0.165
H: 1.59105 -2.19220 -0.64933  0.143
H: -2.46789 -3.11178 0.54216  -0.463
H: -4.20897 -0.69436 -0.28640  0.142
H: -1.98294 1.27093 0.08091  0.202
H: -3.16673 1.66357 -1.17546  0.203
H: -3.69503 1.39231 0.48902  0.194

=====

(7)
This record from the Open Molecules 2025 dataset describes C7H14AsCrF6N5O9 as an isolated structure in a non-equilibrium geometry. The level of theory is ωB97M-V/def2-TZVPD.

Properties
LUMO energy (spin up / spin down) ... -1.03 / -1.10 eV
Multiplicity ... 5
Frontier orbital gap (spin up / spin down) ... 8.23 / 8.58 eV
⟨S²⟩ ... 6.01

Last column: natural (NBO) charge in e.
Positions of all 43 atoms, in Å:
Cr: 0.44451 -0.51374 -0.94831  1.332
N: 1.57105 -2.62654 -1.75217  0.701
O: 0.34470 -2.44995 -1.23275  -0.609
O: 2.33406 -1.65218 -1.74691  -0.466
O: 1.91526 -3.75191 -2.03463  -0.359
As: -1.61356 1.84256 2.02192  2.852
F: -0.49942 2.96048 1.29914  -0.640
F: -2.10422 3.19736 2.97934  -0.611
F: -2.60278 0.65761 2.74523  -0.608
F: -0.92312 0.51814 0.99471  -0.683
F: -0.44921 1.48724 3.24425  -0.639
F: -2.72172 2.03708 0.75064  -0.630
C: -0.44733 -4.69012 1.32270  -0.497
N: -0.24322 -3.34524 1.89968  0.569
O: 0.58680 -3.20001 2.72812  -0.393
O: -0.99179 -2.54358 1.47553  -0.361
H: -1.49854 -4.95577 1.46627  0.234
H: 0.20421 -5.38731 1.83344  0.223
H: -0.27478 -4.64614 0.25609  0.253
C: 1.72855 -0.48103 3.18696  -0.488
N: 1.72138 0.17242 1.83382  0.589
O: 1.90687 1.32679 1.63989  -0.283
O: 1.53841 -0.59186 0.86698  -0.503
H: 1.24070 0.21088 3.89688  0.267
H: 2.75884 -0.64992 3.35565  0.228
H: 1.16122 -1.38599 3.19704  0.273
C: 1.43249 3.70031 -1.27206  -0.468
N: 1.59845 2.20277 -1.28727  0.564
O: 0.53776 1.56846 -1.20050  -0.440
O: 2.67399 1.66450 -1.24054  -0.289
H: 2.09724 4.05666 -0.51704  0.251
H: 0.39075 3.78305 -0.94148  0.263
H: 1.66451 4.11677 -2.25374  0.241
N: -2.18592 1.50005 -2.15637  -0.480
C: -1.35462 1.70036 -3.23811  -0.046
C: -0.74483 0.55625 -3.52516  -0.306
C: -1.33756 -0.44044 -2.66237  -0.431
C: -2.14378 0.22637 -1.74466  -0.028
H: -2.52301 2.27587 -1.62325  0.435
H: -1.12698 2.72194 -3.58163  0.215
H: -0.27695 0.38752 -4.46172  0.236
H: -1.24274 -1.49109 -2.81199  0.261
H: -2.54563 -0.06860 -0.76163  0.271

=====

(8)
This record from the Open Molecules 2025 dataset describes an isolated ion of composition C7H14BN2O2 and charge +1 in a non-equilibrium geometry. The level of theory is ωB97M-V/def2-TZVPD.

Properties
ΔE to the lowest compared entry with this formula, charge and spin ... 313.88 kJ/mol
Structure (SMILES) ... C=C[N+](/C=C\NCC)=C/B(O)O
LUMO energy ... -4.25 eV
Frontier orbital gap ... 8.79 eV
Total charge ... +1

Last column: natural (NBO) charge in e.
Positions of all 26 atoms, in Å:
C: -1.88813 2.54593 -1.96152  -0.369
C: -0.72257 1.89012 -1.97752  -0.030
N: -0.51160 0.59234 -1.50835  -0.355
C: -1.41372 -0.01166 -0.69040  -0.017
C: -0.94823 -0.37143 0.55571  -0.020
N: 0.42145 -0.22326 0.81124  -0.569
C: 0.67173 0.42221 2.18856  -0.212
C: 0.67085 -0.54930 3.30788  -0.660
C: 0.75815 0.21317 -1.35219  -0.022
B: 1.05372 -1.32704 -1.57573  1.048
O: 0.18253 -2.10062 -2.24428  -0.868
O: 2.00339 -1.91363 -0.83746  -0.870
H: -1.80235 3.65309 -2.22830  0.249
H: -2.79195 2.00428 -1.92418  0.214
H: 0.18715 2.36939 -2.09929  0.202
H: -2.39615 -0.18595 -1.16258  0.250
H: -1.58083 -0.65724 1.37882  0.233
H: 0.81560 -1.17727 0.80479  0.415
H: 1.68356 0.90741 2.19205  0.236
H: -0.31819 1.19801 2.21636  0.211
H: 1.46017 -1.36501 3.19383  0.223
H: 0.89400 -0.07147 4.25850  0.253
H: -0.26002 -0.94552 3.55462  0.219
H: 1.43687 0.96588 -1.64635  0.228
H: 0.37589 -3.01410 -2.39081  0.510
H: 2.01869 -2.84833 -0.86339  0.501

=====

(9)
This record from the Open Molecules 2025 dataset describes a 2-piece molecular cluster, C7H14BrN4 overall in a non-equilibrium geometry. The level of theory is ωB97M-V/def2-TZVPD.

Properties
ΔE to the lowest compared entry with this formula, charge and spin ... 114.29 kJ/mol
LUMO energy ... -4.27 eV
Frontier orbital gap ... 9.04 eV
Total charge ... +1

Last column: natural (NBO) charge in e.
Positions of all 26 atoms, in Å:
C: 3.13324 0.42770 -1.47609  -0.009
C: 3.73501 0.14593 -0.17352  0.127
C: 1.68602 0.90405 0.10497  -0.068
C: 0.46143 0.08270 0.48004  0.533
C: -0.19825 -0.22159 -1.77570  -0.604
C: -1.58844 -1.25999 0.22191  -0.623
C: -0.68270 -0.14608 -0.31632  -0.371
N: 2.01343 1.00481 -1.31564  -0.311
N: 2.79087 0.26628 0.73128  -0.474
N: 0.62943 -0.34102 1.70200  -0.682
N: -2.28114 2.69118 0.29965  -1.114
Br: 5.36476 -0.49918 0.45434  0.210
H: 3.60500 0.99181 -2.26313  0.255
H: 1.63843 1.96073 0.66366  0.296
H: -1.04165 -0.20632 -2.45718  0.235
H: 0.44114 -1.12835 -2.04085  0.217
H: 0.33184 0.65542 -1.96577  0.252
H: -2.54647 -1.18971 -0.39309  0.253
H: -1.71911 -0.99500 1.26057  0.208
H: -1.29253 -2.26135 0.05680  0.235
H: -1.22423 0.86909 -0.19991  0.351
H: 0.08669 -1.24523 1.95626  0.449
H: 1.60916 -0.07289 2.12336  0.480
H: -1.94966 3.17442 -0.45867  0.375
H: -2.13813 3.11967 1.25584  0.391
H: -3.29513 2.40584 0.20038  0.390

=====

(10)
This record from the Open Molecules 2025 dataset describes one molecule with the formula C7H14BrNO in a non-equilibrium geometry. The level of theory is ωB97M-V/def2-TZVPD.

Properties
ΔE to the lowest compared entry with this formula, charge and spin ... 224.28 kJ/mol
LUMO energy ... 0.81 eV
Frontier orbital gap ... 8.40 eV

Last column: natural (NBO) charge in e.
Positions of all 24 atoms, in Å:
C: 0.45819 0.55822 2.00980  -0.458
C: -0.53640 -1.16031 0.75084  0.141
C: 1.52357 0.62288 1.00363  -0.053
C: -1.97695 -1.58167 0.62825  -0.679
C: 1.85094 1.99822 0.41220  -0.624
C: -0.60404 -0.51075 -2.65190  -0.619
C: -0.65417 0.13005 -1.34421  -0.251
N: 0.08868 -0.71993 -0.39082  -0.102
O: 1.36602 -0.39168 -0.15876  -0.378
Br: 0.65012 -0.35281 3.67094  0.002
H: 0.03551 1.58996 2.21177  0.205
H: 0.07704 -1.82185 1.26304  0.195
H: 2.35472 0.17822 1.45149  0.204
H: -2.74364 -1.24175 1.31288  0.248
H: -1.87671 -2.63181 0.56994  0.230
H: -2.23799 -1.39412 -0.43267  0.215
H: 2.80139 2.42277 0.84635  0.225
H: 0.97500 2.57519 0.79627  0.204
H: 1.87949 1.90065 -0.64873  0.221
H: 0.46793 -0.49933 -2.91389  0.225
H: -1.09853 -1.46715 -2.77227  0.218
H: -1.00298 0.32269 -3.30754  0.209
H: -0.15295 1.14160 -1.41802  0.214
H: -1.64427 0.33272 -0.88860  0.208

=====

Number 1: energy -7485.47447 eV, molecular weight 98.189 g/mol. Number 2: energy -7480.90467 eV, molecular weight 98.189 g/mol. Number 3: energy -7483.02493 eV, molecular weight 98.189 g/mol. Number 4: energy -7485.54257 eV, molecular weight 98.189 g/mol. Number 5: energy -7476.94803 eV, molecular weight 98.189 g/mol. Number 6: energy -22387.37286 eV, molecular weight 190.174 g/mol. Number 7: energy -138921.47579 eV, molecular weight 553.121 g/mol. Number 8: energy -15230.49912 eV, molecular weight 169.013 g/mol. Number 9: energy -83479.34155 eV, molecular weight 234.121 g/mol. Number 10: energy -81061.13958 eV, molecular weight 208.099 g/mol.